1.
A cluster of 6 separate species, C8H21N5O13 in total, computed with ωB97M-V/def2-TZVPD.

## Properties
Net charge: 0
SMILES: C[N+](=O)[O-].C[N+](=O)[O-].C[N+](=O)[O-].C[N+](=O)[O-].C[N+](=O)[O-].COC(=O)OC
ΔE to the lowest compared entry with this formula, charge and spin (kJ/mol): 0.0

CARTESIAN COORDINATES (ANGSTROEM)
1 C -5.5616 -1.0540 0.4901
2 N -4.4786 -2.0762 0.3603
3 O -4.7657 -3.2353 0.5442
4 O -3.3652 -1.6663 0.0970
5 H -6.5041 -1.5615 0.3194
6 H -5.3907 -0.3091 -0.2786
7 H -5.4954 -0.6548 1.4957
8 C -3.5874 4.0072 0.7361
9 N -3.9536 4.6164 -0.5694
10 O -5.1350 4.6889 -0.8352
11 O -3.0508 4.9780 -1.2940
12 H -2.6121 4.3799 1.0270
13 H -3.5569 2.9298 0.6098
14 H -4.3362 4.2901 1.4685
15 C -0.6902 -0.0535 -0.8569
16 N -1.7476 0.8833 -0.4385
17 O -2.4176 1.4121 -1.2981
18 O -1.9112 1.0459 0.7574
19 H -1.1290 -1.0375 -0.9990
20 H 0.0402 -0.1292 -0.0588
21 H -0.2221 0.3008 -1.7701
22 C 3.8797 -0.6063 -3.3667
23 N 3.3508 0.7490 -3.0859
24 O 4.1053 1.6945 -3.1958
25 O 2.1709 0.8348 -2.7930
26 H 3.5091 -1.2837 -2.6075
27 H 4.9625 -0.5600 -3.3416
28 H 3.5504 -0.8617 -4.3701
29 C 3.1641 1.4321 0.6000
30 N 4.6022 1.1660 0.3282
31 O 4.8674 0.1846 -0.3485
32 O 5.4051 1.9809 0.7207
33 H 2.6994 0.4713 0.8187
34 H 2.7167 1.8037 -0.3181
35 H 3.1264 2.1123 1.4398
36 C -0.8730 -2.5883 1.8739
37 O 0.3538 -1.9573 1.5298
38 C 1.4899 -2.5875 1.7967
39 O 1.6324 -3.5317 2.5195
40 O 2.4532 -1.9471 1.1272
41 C 3.7796 -2.4067 1.3203
42 H -0.7756 -3.1540 2.8005
43 H -1.1364 -3.3247 1.1092
44 H -1.6273 -1.8161 1.8960
45 H 4.2020 -2.0171 2.2460
46 H 4.3782 -2.0500 0.4865
47 H 3.8838 -3.4920 1.3076

Forces on atoms 1 to 2 (eV/Å):
-0.1 -0.3 -0.4
-0.1 0.2 0.0

Here are the Löwdin charges for atoms 1 to 8, given in e: atom 1 (C): 0.062, atom 2 (N): -0.434, atom 3 (O): 0.085, atom 4 (O): 0.036, atom 5 (H): 0.096, atom 6 (H): 0.098, atom 7 (H): 0.104, atom 8 (C): 0.036

2.
A structure of composition C8H21NO4Rb, computed with ωB97M-V/def2-TZVPD.

## Properties
Net charge: +1
ΔE to the lowest compared entry with this formula, charge and spin (kJ/mol): 278.4

CARTESIAN COORDINATES (ANGSTROEM)
1 Rb -15.8139 -22.5796 4.2927
2 C -22.0670 -21.6848 3.6108
3 O -21.2108 -20.9870 4.4887
4 C -21.8479 -20.3905 5.5524
5 C -22.3253 -18.9669 5.0696
6 N -23.3710 -18.7895 4.1153
7 C -24.6548 -19.2740 4.5049
8 C -25.6512 -19.0669 3.3641
9 O -25.7965 -20.2598 2.6252
10 C -26.4450 -20.0831 1.4465
11 H -22.8283 -21.1826 3.0138
12 H -22.7092 -22.3021 4.2391
13 H -21.6200 -22.4378 2.9616
14 H -21.0177 -20.3292 6.2560
15 H -22.6478 -20.9328 6.0567
16 H -21.4965 -18.2883 4.8678
17 H -22.8117 -18.5231 5.9383
18 H -23.0567 -19.2523 3.2744
19 H -25.0014 -18.6362 5.3180
20 H -24.6928 -20.3565 4.6266
21 H -25.4796 -18.2189 2.7011
22 H -26.6377 -18.8765 3.7868
23 H -26.0279 -19.2956 0.8189
24 H -27.4774 -19.8261 1.6838
25 H -26.4658 -20.9928 0.8463
26 C -14.0014 -18.0713 7.9411
27 C -14.8286 -16.8891 8.2058
28 O -14.7036 -15.9483 7.1274
29 O -14.1352 -18.5501 6.6256
30 H -14.2226 -18.8516 8.6692
31 H -12.9593 -17.8474 8.1694
32 H -14.5615 -16.5234 9.1973
33 H -15.8893 -17.0940 8.3509
34 H -14.0106 -15.3282 7.3661
35 H -13.8739 -17.7673 6.1351

Forces on atoms 1 to 2 (eV/Å):
0.0 0.1 0.1
-1.5 -1.6 0.7

Here are the Löwdin charges for atoms 1 to 8, given in e: atom 1 (Rb): 0.965, atom 2 (C): -0.108, atom 3 (O): -0.186, atom 4 (C): -0.219, atom 5 (C): -0.203, atom 6 (N): -0.081, atom 7 (C): -0.199, atom 8 (C): -0.213

3.
A structure of composition C8H22CoI2N4S, computed with ωB97M-V/def2-TZVPD.

## Properties
Net charge: +2
ΔE to the lowest compared entry with this formula, charge and spin (kJ/mol): 78.4
Multiplicity: 2

CARTESIAN COORDINATES (ANGSTROEM)
1 Co -0.5529 -0.4607 -1.4867
2 N 1.4042 -0.7386 -2.0842
3 C 2.6092 0.0886 -1.7569
4 C 2.3033 1.5618 -1.8728
5 C 1.3804 1.9984 -0.7304
6 C 0.0531 2.5359 -1.1966
7 N -0.7107 1.4828 -1.9380
8 H 1.6180 -1.6965 -1.8160
9 H 1.3185 -0.7672 -3.1008
10 H 3.4272 -0.2004 -2.4162
11 H 2.9061 -0.1496 -0.7361
12 H 1.8522 1.7573 -2.8531
13 H 3.2356 2.1235 -1.8586
14 H 1.8675 2.7382 -0.0944
15 H 1.1723 1.1207 -0.1136
16 H 0.1863 3.4030 -1.8440
17 H -0.5532 2.8465 -0.3470
18 H -0.4336 1.4992 -2.9184
19 H -1.6923 1.7459 -1.9356
20 I -3.1863 -0.7650 -2.5112
21 C -2.9157 -2.8654 -2.3948
22 I -0.8449 -3.3115 -2.3212
23 H -3.3427 -3.3164 -3.2818
24 H -3.3788 -3.2171 -1.4818
25 C -1.8036 -2.3654 3.2944
26 N -0.9670 -1.1646 3.2896
27 C -0.5854 -0.4989 2.2132
28 S -1.1047 -1.0711 0.6657
29 N 0.1703 0.5865 2.3678
30 C 0.6209 1.0982 3.6585
31 H -1.9319 -2.6754 4.3268
32 H -1.3262 -3.1687 2.7378
33 H -2.7785 -2.1555 2.8607
34 H -0.6731 -0.8114 4.1870
35 H 0.4128 1.0930 1.5374
36 H 1.1877 0.3401 4.2011
37 H -0.2207 1.4343 4.2664
38 H 1.2766 1.9454 3.4839

Forces on atoms 1 to 2 (eV/Å):
0.2 0.0 -0.5
-0.2 0.2 0.0

Here are the Löwdin charges for atoms 1 to 8, given in e: atom 1 (Co): -0.012, atom 2 (N): -0.040, atom 3 (C): -0.198, atom 4 (C): -0.168, atom 5 (C): -0.199, atom 6 (C): -0.189, atom 7 (N): -0.041, atom 8 (H): 0.063

4.
A cluster of 2 separate species, C8H22IN2OS in total, computed with ωB97M-V/def2-TZVPD.

## Properties
Net charge: +1
ΔE to the lowest compared entry with this formula, charge and spin (kJ/mol): 0.0

CARTESIAN COORDINATES (ANGSTROEM)
1 N 0.8279 5.1047 -0.6979
2 C 0.7933 3.8250 -0.0443
3 S -0.6354 2.7760 -0.5001
4 C -0.2761 2.0876 -2.1512
5 C 0.3516 0.7024 -2.0501
6 C 1.6962 0.5894 -1.3528
7 I 3.2076 1.8038 -2.2407
8 H 1.0355 5.8489 -0.0459
9 H -0.0044 5.3651 -1.2066
10 H 1.6475 3.2050 -0.3366
11 H 0.7480 3.8655 1.0466
12 H -1.4719 3.7632 -0.8719
13 H 0.3166 2.8077 -2.7145
14 H -1.2674 1.9988 -2.6003
15 H 0.4406 0.3424 -3.0780
16 H -0.3517 0.0315 -1.5460
17 H 2.0577 -0.4337 -1.4155
18 H 1.6521 0.8518 -0.2942
19 C -2.1233 -2.8197 2.0142
20 C -1.4915 -1.9504 0.9364
21 C -0.3493 -2.6306 0.1713
22 O 0.8668 -2.7042 0.8832
23 C 1.0332 -3.8572 1.6943
24 N -1.0802 -0.6769 1.5385
25 H -1.4690 -2.9023 2.8831
26 H -3.0593 -2.3772 2.3510
27 H -2.3264 -3.8250 1.6436
28 H -2.2596 -1.7248 0.1871
29 H -0.1266 -2.0303 -0.7182
30 H -0.6566 -3.6252 -0.1744
31 H 0.6135 -4.7418 1.2064
32 H 0.5643 -3.7425 2.6737
33 H 2.1026 -4.0034 1.8304
34 H -0.7092 -0.0624 0.8198
35 H -0.2971 -0.8612 2.1598

Forces on atoms 1 to 2 (eV/Å):
-0.1 0.0 0.0
0.1 -0.1 0.0

Here are the Löwdin charges for atoms 1 to 8, given in e: atom 1 (N): -0.004, atom 2 (C): -0.456, atom 3 (S): 1.152, atom 4 (C): -0.390, atom 5 (C): -0.358, atom 6 (C): -0.657, atom 7 (I): 0.909, atom 8 (H): 0.094

5.
A cluster of 2 separate species, C8H22N2OSi in total, computed with ωB97M-V/def2-TZVPD.

## Properties
Net charge: 0
ΔE to the lowest compared entry with this formula, charge and spin (kJ/mol): 316.5

CARTESIAN COORDINATES (ANGSTROEM)
1 C -2.2604 1.1052 -0.6199
2 C -1.0983 0.3249 -2.6792
3 C -2.1811 -1.3203 -1.1587
4 C 1.9210 -0.6336 1.9697
5 C -0.2823 0.3998 2.5086
6 C -0.1489 -2.0124 1.8963
7 C -1.3932 -0.0078 -1.2151
8 C 0.4303 -0.6195 1.6120
9 N 2.7225 -0.4807 -1.5872
10 N 2.8020 3.0098 -1.2189
11 O 1.4095 -0.3373 -1.3070
12 Si 0.2516 -0.1589 -0.2506
13 H -2.5182 0.8988 0.4143
14 H -1.7466 2.0664 -0.6557
15 H -3.1870 1.1924 -1.1821
16 H -2.0327 0.4175 -3.2299
17 H -0.5014 -0.4556 -3.1414
18 H -0.5532 1.2599 -2.7653
19 H -3.0926 -1.2242 -1.7456
20 H -1.5990 -2.1417 -1.5662
21 H -2.4679 -1.5679 -0.1394
22 H 2.0544 -0.9393 3.0065
23 H 2.4673 -1.3378 1.3427
24 H 2.3694 0.3530 1.8410
25 H -0.1157 0.1497 3.5545
26 H -1.3558 0.3962 2.3339
27 H 0.0918 1.4067 2.3359
28 H -0.0142 -2.2560 2.9505
29 H -1.2136 -2.0534 1.6767
30 H 0.3544 -2.7756 1.3058
31 H 3.2081 -0.8261 -0.7543
32 H 2.6312 2.8024 -0.2417
33 H 3.1428 2.1542 -1.6434
34 H 1.9061 3.2111 -1.6463

Forces on atoms 1 to 2 (eV/Å):
0.3 0.1 0.1
0.3 -0.1 0.2

Here are the Löwdin charges for atoms 1 to 8, given in e: atom 1 (C): -0.104, atom 2 (C): -0.098, atom 3 (C): -0.099, atom 4 (C): -0.103, atom 5 (C): -0.101, atom 6 (C): -0.099, atom 7 (C): -0.638, atom 8 (C): -0.639

6.
A structure of composition C8H23AsF6KNO4, computed with ωB97M-V/def2-TZVPD.

## Properties
Net charge: 0
ΔE to the lowest compared entry with this formula, charge and spin (kJ/mol): 285.5

CARTESIAN COORDINATES (ANGSTROEM)
1 K -24.4962 -15.0533 8.9382
2 As -17.9936 -15.1410 10.2152
3 F -18.3071 -16.8192 10.8729
4 F -19.7567 -15.0018 9.7940
5 F -17.5840 -13.4977 9.5444
6 F -16.2452 -15.3501 10.5989
7 F -17.7113 -15.9110 8.6417
8 F -18.3870 -14.3554 11.8009
9 C -27.9168 -14.0210 11.8976
10 O -27.7593 -14.6829 10.6314
11 C -28.8921 -15.4305 10.2418
12 C -28.7806 -16.1549 8.8629
13 N -27.9210 -17.2947 9.1164
14 C -27.7965 -18.1398 7.9292
15 C -26.9733 -17.6174 6.7110
16 O -25.5280 -17.4190 6.9142
17 C -24.7534 -18.6088 6.8242
18 H -28.0496 -14.7505 12.6966
19 H -28.8218 -13.4212 11.8007
20 H -27.0539 -13.3689 12.0324
21 H -29.6640 -14.6708 10.1188
22 H -29.2671 -16.0383 11.0652
23 H -28.4605 -15.4962 8.0556
24 H -29.7784 -16.4737 8.5615
25 H -28.3214 -17.8920 9.8257
26 H -28.7920 -18.4764 7.6398
27 H -27.3133 -19.0756 8.2099
28 H -27.4014 -16.6978 6.3122
29 H -27.1282 -18.3822 5.9500
30 H -24.6788 -18.9742 5.8000
31 H -25.1893 -19.3565 7.4869
32 H -23.7842 -18.4339 7.2912
33 C -22.6621 -11.8826 12.2570
34 O -23.4279 -11.6401 11.0973
35 H -23.1786 -11.8101 13.2141
36 H -22.1856 -12.8614 12.3118
37 H -21.8846 -11.1498 12.4730
38 H -24.0607 -10.9582 11.3345
39 C -22.5836 -12.4941 5.1948
40 O -23.8863 -13.1049 5.2375
41 H -22.5204 -11.5295 5.6984
42 H -21.9403 -13.2111 5.7050
43 H -22.1351 -12.3990 4.2059
44 H -24.2070 -13.0227 4.3364

Forces on atoms 1 to 2 (eV/Å):
-0.1 -0.1 -0.1
0.5 -0.3 0.3

Here are the Löwdin charges for atoms 1 to 8, given in e: atom 1 (K): 0.863, atom 2 (As): 0.922, atom 3 (F): -0.328, atom 4 (F): -0.345, atom 5 (F): -0.318, atom 6 (F): -0.304, atom 7 (F): -0.300, atom 8 (F): -0.317

7.
A structure of composition C8H23ClN3O9P2Sc, computed with ωB97M-V/def2-TZVPD.

## Properties
Net charge: 0

CARTESIAN COORDINATES (ANGSTROEM)
1 Sc -0.1441 -0.8503 -0.6022
2 N -0.9831 -0.8392 1.6356
3 C -2.2879 -0.2228 1.9185
4 C -2.5340 0.9531 0.9840
5 N -2.3112 0.6089 -0.4182
6 C -3.4651 0.1032 -1.1495
7 C -3.6640 -1.3720 -0.8661
8 N -2.3745 -2.0464 -0.9912
9 H -0.8898 -1.7355 2.0993
10 H -0.2350 -0.2548 2.0061
11 H -2.3531 0.1247 2.9532
12 H -3.0540 -0.9845 1.7923
13 H -1.8425 1.7535 1.2433
14 H -3.5467 1.3399 1.1508
15 H -1.8966 1.3941 -0.8998
16 H -3.2532 0.2321 -2.2128
17 H -4.3830 0.6597 -0.9246
18 H -4.4193 -1.7739 -1.5480
19 H -4.0459 -1.5255 0.1425
20 H -2.1306 -2.1525 -1.9734
21 H -2.3847 -2.9975 -0.6412
22 C 3.6938 2.5293 1.1989
23 C 2.7949 1.7196 0.2642
24 O 3.1819 1.9461 -1.0948
25 P 2.9402 -0.0955 0.5329
26 O 3.8643 -0.2132 1.8130
27 O 3.7951 -0.6743 -0.6419
28 O 1.6399 -0.8107 0.7325
29 P 1.0281 2.1984 0.4333
30 O 0.6945 1.7916 1.9728
31 O 0.8802 3.6537 0.2456
32 O 0.2591 1.2234 -0.4397
33 H 4.7391 2.3026 0.9910
34 H 3.4970 2.3202 2.2494
35 H 3.5141 3.5878 1.0102
36 H 2.7669 2.7692 -1.3856
37 H 3.8682 -1.1051 2.1885
38 H 3.2704 -0.6522 -1.4787
39 H 0.6856 2.5908 2.5177
40 Cl -0.4553 -4.3973 -1.3716
41 C 0.5705 -3.0318 -0.6410
42 H 1.4909 -3.0814 -1.2231
43 H 0.8246 -3.4017 0.3550
44 O 1.6014 -0.6202 -2.2026
45 C 0.6810 -0.3870 -3.0157
46 O -0.5381 -0.5254 -2.6767
47 H 0.9099 -0.0510 -4.0320

Forces on atoms 1 to 2 (eV/Å):
-0.9 -0.2 0.5
0.3 0.2 -0.1

Here are the Löwdin charges for atoms 1 to 8, given in e: atom 1 (Sc): 0.967, atom 2 (N): -0.010, atom 3 (C): -0.211, atom 4 (C): -0.189, atom 5 (N): -0.109, atom 6 (C): -0.198, atom 7 (C): -0.231, atom 8 (N): -0.037

8.
A structure of composition C8H23N2O3Si, computed with ωB97M-V/def2-TZVPD.

## Properties
Net charge: +1
ΔE to the lowest compared entry with this formula, charge and spin (kJ/mol): 101.9

CARTESIAN COORDINATES (ANGSTROEM)
1 C -4.2838 -2.6980 -0.6165
2 C 3.1164 1.1870 -0.8025
3 C 5.4023 0.4102 -0.3422
4 C -1.0756 2.7385 -0.9435
5 C -1.2252 1.8277 2.7267
6 C -2.9802 -2.1035 -0.0391
7 C -2.7461 -0.7132 -0.7106
8 C 3.6498 -1.1897 -0.4387
9 N 2.4478 -1.6887 -0.4117
10 N 3.9667 0.1059 -0.3399
11 O -0.3806 1.5495 -0.5885
12 O -2.0572 1.3038 1.6945
13 O -0.0078 -0.8122 0.4522
14 Si -1.1233 0.1190 0.0080
15 H -4.4998 -3.6798 -0.3840
16 H -5.0819 -2.2259 -0.2288
17 H -4.2667 -2.6250 -1.6472
18 H 2.0157 1.1294 -0.2845
19 H 3.5304 2.1391 -0.5815
20 H 2.8835 1.1209 -1.8309
21 H 5.6223 1.1575 0.4132
22 H 6.1076 -0.4989 -0.3970
23 H 5.5559 0.7929 -1.3467
24 H -2.0880 2.6301 -0.6783
25 H -0.8886 2.8374 -2.0271
26 H -0.5320 3.6460 -0.5452
27 H -0.3860 2.0247 2.1328
28 H -0.7052 1.1082 3.4948
29 H -1.8038 2.6966 3.1896
30 H -3.0263 -1.9530 1.0134
31 H -2.1412 -2.8293 -0.2371
32 H -3.5869 -0.1186 -0.3831
33 H -2.4542 -0.8897 -1.8213
34 H 4.3559 -1.9725 -0.5159
35 H 1.5303 -1.2635 -0.1131
36 H 2.4800 -2.5833 -0.8096
37 H -2.8616 0.7521 1.9096

Forces on atoms 1 to 2 (eV/Å):
2.9 0.4 0.8
-4.1 -0.8 2.5

Here are the Löwdin charges for atoms 1 to 8, given in e: atom 1 (C): -0.085, atom 2 (C): -0.017, atom 3 (C): -0.029, atom 4 (C): -0.130, atom 5 (C): -0.083, atom 6 (C): -0.290, atom 7 (C): -0.208, atom 8 (C): -0.121

One value per record, in order, for energy: -1568.8552 -696.8937 -2912.8521 -1198.3348 -792.1296 -4109.2337 -3064.1203 -943.1043 Ha.